Record 1
Formula: C2H5N2
Source: OMol25
Level of theory: ωB97M-V/def2-TZVPD

```
! wB97M-V def2-TZVPD RIJCOSX def2/J DEFGRID3
* xyz 1 1
C -0.75109 -0.72088 0.00256
C 0.78761 0.63164 -0.00878
N -0.93551 0.57946 -0.03230
N 0.56335 -0.79975 -0.00325
H -1.49848 -1.50100 0.02443
H 1.18687 1.07039 -0.91996
H 1.12746 1.08643 0.91618
H -1.69706 1.21813 0.10522
H 1.21685 -1.56443 -0.08408
*
```

Calculated values
Gap between HOMO and LUMO (hartree): 0.4467
Strongest force on any atom (eV/A): 3.96
Relative energy (zero: lowest compared OMol25 entry of this formula, charge and spin) (eV): 0.3335
Lowest unoccupied orbital energy (eV): -3.9
E_HOMO (eV): -16.083
E_tot (Ha): -188.40324



Record 2
Formula: C4H9FN
Source: OMol25
Level of theory: ωB97M-V/def2-TZVPD

```
! wB97M-V def2-TZVPD RIJCOSX def2/J DEFGRID3
* xyz 1 1
C -0.52881 0.51542 0.01508
C -1.48000 1.54524 0.14587
C -1.00042 -0.88109 0.10763
C 2.62720 -0.60412 -0.22702
N 0.74132 0.69176 0.08080
F 1.47858 1.83563 -0.09559
H -1.19497 2.25491 1.04643
H -2.42490 1.19058 0.17010
H -1.52123 2.27778 -0.71970
H -1.74724 -0.96271 0.90185
H -1.63685 -1.14303 -0.74444
H -0.11141 -1.65092 0.24498
H 2.31304 -0.63733 -1.30047
H 2.39882 -1.36571 0.46836
H 3.42968 0.20359 -0.10440
*
```

Calculated values
Gap between HOMO and LUMO (hartree): 0.3447
Strongest force on any atom (eV/A): 6.08
Relative energy (zero: lowest compared OMol25 entry of this formula, charge and spin) (eV): 5.7242
Lowest unoccupied orbital energy (eV): -6.3
E_HOMO (eV): -15.691
E_tot (Ha): -311.96621



Record 3
Formula: C20H32F2N8O2S
Source: OMol25
Level of theory: ωB97M-V/def2-TZVPD

```
! wB97M-V def2-TZVPD RIJCOSX def2/J DEFGRID3
* xyz 0 1
C -1.29038 8.01923 2.96955
C -1.15063 7.06527 2.03503
C -2.35761 6.42435 1.38545
N -2.02940 5.30204 0.44185
C -1.00947 4.37701 1.01393
C -0.70297 3.11831 0.18247
C -0.81793 1.87217 1.03800
F -0.72359 0.72804 0.24208
S -3.44217 4.54572 0.03051
O -4.54251 5.40329 0.28341
O -3.32190 3.91941 -1.23450
F -3.53531 3.39305 1.10477
H -0.69259 8.01658 3.87431
H -1.98908 8.84304 2.84242
H -0.14965 6.76494 1.74674
H -3.01085 6.07891 2.18336
H -2.88416 7.17914 0.79938
H -1.30996 4.08399 2.02730
H -0.08814 4.93149 1.12721
H -1.29049 3.04118 -0.72842
H 0.34054 3.17655 -0.12961
H -1.72639 1.83638 1.63832
H 0.04261 1.83275 1.70435
C -2.16703 -1.52938 -2.06456
C -1.46702 -2.16852 -3.16663
N -0.92045 -2.69373 -4.02926
H -1.47883 -0.96035 -1.43964
H -2.93267 -0.84495 -2.42616
H -2.64664 -2.27842 -1.43485
C -2.92287 -5.65772 -2.34459
C -2.97179 -5.03054 -1.02963
N -3.00529 -4.53179 0.00447
H -2.41957 -6.61700 -2.29526
H -3.92780 -5.81813 -2.73042
H -2.37924 -5.02826 -3.04896
C 2.06118 -0.64894 2.30372
C 2.14751 0.77185 2.59713
N 2.18261 1.90187 2.80120
H 2.18918 -1.24182 3.20871
H 1.08460 -0.88473 1.87984
H 2.82356 -0.93816 1.58235
C 1.97643 -2.20458 -1.96989
C 2.92552 -1.49418 -1.12532
N 3.69987 -0.92018 -0.49981
H 2.50368 -2.75676 -2.74621
H 1.37972 -2.90286 -1.38423
H 1.30304 -1.50419 -2.46010
C -3.52189 -10.56739 -3.02970
C -2.93223 -9.31207 -3.47509
N -2.46618 -8.32490 -3.82903
H -3.63294 -11.25030 -3.86988
H -2.88715 -11.03734 -2.28076
H -4.50303 -10.39036 -2.59295
C 4.53092 1.54838 5.53950
C 4.09734 1.30248 6.90800
N 3.75537 1.10485 7.98531
H 5.02332 2.51609 5.46145
H 5.23427 0.78173 5.21806
H 3.67858 1.54677 4.86251
C 5.99591 0.08605 -3.50387
C 5.05999 -0.87218 -4.07511
N 4.31166 -1.62975 -4.50290
H 5.93744 0.05583 -2.41659
H 7.01372 -0.14965 -3.80923
H 5.75609 1.09373 -3.83827
*
```

Calculated values
Gap between HOMO and LUMO (hartree): 0.3564
Strongest force on any atom (eV/A): 1.52
SMILES: C=CCN(CCCF)S(=O)(=O)F.CC#N.CC#N.CC#N.CC#N.CC#N.CC#N.CC#N
Lowest unoccupied orbital energy (eV): 0.5
E_HOMO (eV): -9.248
E_tot (Ha): -1967.57761



Record 4
Formula: C11H15N
Source: OMol25
Level of theory: ωB97M-V/def2-TZVPD

```
! wB97M-V def2-TZVPD RIJCOSX def2/J DEFGRID3
* xyz 0 1
C -0.37306 1.83882 -1.88775
C 0.68915 1.44120 -0.98637
C 2.03567 1.05461 -0.92962
N 2.38355 0.67955 0.38200
C 1.18687 0.67001 1.17728
C 0.87772 0.13224 2.41589
C -0.36173 0.28370 2.96891
C -1.37074 1.07909 2.27777
C -1.02145 1.43793 1.00335
C 0.20584 1.21056 0.39559
H -0.05528 2.84622 -2.32093
H -1.43899 2.03970 -1.47423
H -0.64364 0.98616 -2.64801
H 2.90564 1.16351 -1.68206
H 3.35760 0.34667 0.58023
H 1.57291 -0.59629 2.98164
H -0.88305 -0.19783 3.82846
H -2.45981 1.11621 2.62292
H -1.75188 1.91977 0.36453
C -0.62522 -3.01738 -0.58262
C -0.49277 -1.83075 -1.55277
H -1.70131 -3.17079 -0.49028
H -0.33605 -3.93300 -1.13159
H -0.06126 -2.86985 0.38725
H -1.26193 -0.98390 -1.35209
H -0.89219 -2.14954 -2.62996
H 0.51542 -1.49661 -1.71752
*
```

Calculated values
Gap between HOMO and LUMO (hartree): 0.3216
Strongest force on any atom (eV/A): 4.11
Relative energy (zero: lowest compared OMol25 entry of this formula, charge and spin) (eV): 2.4441
SMILES: Cc1c[nH]c2ccccc12.CC
Lowest unoccupied orbital energy (eV): 0.9
E_HOMO (eV): -7.814
E_tot (Ha): -482.82536



Record 5
Formula: C5H6N2O
Source: OMol25
Level of theory: ωB97M-V/def2-TZVPD

```
! wB97M-V def2-TZVPD RIJCOSX def2/J DEFGRID3
* xyz 0 1
C 2.19670 -0.39566 -0.02220
C 0.98773 0.48436 0.06622
O 0.84958 1.80601 0.16462
N -0.61286 2.15623 0.01298
C -1.05233 1.03545 -0.05090
C -0.15972 -0.15044 -0.14791
C -1.59276 -0.97917 0.18538
N -2.25385 0.45516 0.19752
H 1.98258 -1.40917 -0.31210
H 2.64914 -0.45174 1.15679
H 3.25478 -0.10233 -0.60362
H -1.47571 -1.71720 0.99309
H -1.94035 -1.46515 -0.91172
H -2.83294 0.73366 -0.72814
*
```

Calculated values
Gap between HOMO and LUMO (hartree): 0.3640
Strongest force on any atom (eV/A): 6.68
Relative energy (zero: lowest compared OMol25 entry of this formula, charge and spin) (eV): 6.4911
SMILES: Cc1onc2c1CN2
Lowest unoccupied orbital energy (eV): 0.6
E_HOMO (eV): -9.279
E_tot (Ha): -378.63240



Record 6
Formula: C7H26N2O6
Source: OMol25
Level of theory: ωB97M-V/def2-TZVPD

```
! wB97M-V def2-TZVPD RIJCOSX def2/J DEFGRID3
* xyz 0 1
N 1.87876 -1.69337 -0.66502
C 1.85676 -2.26537 0.50498
N 3.02176 -2.62737 0.93698
O 0.71776 -2.50237 1.34998
H 1.04176 -1.09637 -0.74802
H 2.76176 -1.51437 -1.20502
H 2.86576 -2.92737 1.90998
H 3.83776 -2.10137 0.70598
C 0.38676 0.89763 4.65298
C 0.74276 0.51763 3.22898
O -0.36024 -0.12837 2.53798
H -0.03524 0.15263 5.29198
H -0.37124 1.66363 4.56598
H 1.25576 1.32263 5.15198
H 1.68076 -0.08137 3.19698
H 0.96176 1.42263 2.62598
H 0.03076 -0.95137 2.18898
C -1.12324 -2.02637 -3.86902
O 0.08276 -1.36237 -3.58102
H -1.98324 -1.38737 -4.00102
H -1.27524 -2.73837 -3.11702
H -1.20924 -2.60737 -4.76702
H 0.63176 -2.09037 -3.35402
C 0.37676 1.99763 -3.19802
O -0.10924 3.29663 -3.58102
H -0.42224 1.33963 -2.97302
H 0.98876 2.11463 -2.38502
H 0.90676 1.54963 -4.06802
H -0.69624 3.57963 -2.85602
C -1.63024 2.99763 1.85998
O -1.42924 2.02263 0.85198
H -1.62824 2.43263 2.79098
H -2.60824 3.39963 1.54498
H -0.85624 3.75863 1.82198
H -0.95524 1.29163 1.26898
C -1.78324 -1.07737 -0.50302
O -0.57624 -0.52237 -0.99102
H -2.64924 -0.47037 -0.71202
H -1.85324 -1.08437 0.59698
H -1.81424 -2.00837 -1.08002
H -0.65824 -0.49337 -1.93102
*
```

Calculated values
Gap between HOMO and LUMO (hartree): 0.3624
Strongest force on any atom (eV/A): 7.07
Relative energy (zero: lowest compared OMol25 entry of this formula, charge and spin) (eV): 4.1302
SMILES: NC(N)=O.CCO.CO.CO.CO.CO
Lowest unoccupied orbital energy (eV): 0.3
E_HOMO (eV): -9.563
E_tot (Ha): -843.13308



Copy entry 2 word for word.
Formula: C4H9FN
Source: OMol25
Level of theory: ωB97M-V/def2-TZVPD

```
! wB97M-V def2-TZVPD RIJCOSX def2/J DEFGRID3
* xyz 1 1
C -0.52881 0.51542 0.01508
C -1.48000 1.54524 0.14587
C -1.00042 -0.88109 0.10763
C 2.62720 -0.60412 -0.22702
N 0.74132 0.69176 0.08080
F 1.47858 1.83563 -0.09559
H -1.19497 2.25491 1.04643
H -2.42490 1.19058 0.17010
H -1.52123 2.27778 -0.71970
H -1.74724 -0.96271 0.90185
H -1.63685 -1.14303 -0.74444
H -0.11141 -1.65092 0.24498
H 2.31304 -0.63733 -1.30047
H 2.39882 -1.36571 0.46836
H 3.42968 0.20359 -0.10440
*
```

Calculated values
Gap between HOMO and LUMO (hartree): 0.3447
Strongest force on any atom (eV/A): 6.08
Relative energy (zero: lowest compared OMol25 entry of this formula, charge and spin) (eV): 5.7242
Lowest unoccupied orbital energy (eV): -6.3
E_HOMO (eV): -15.691
E_tot (Ha): -311.96621